--- w ---
Computed, not measured: a cluster of 2 separate species, C9H14 in total, with ωB97M-V with the def2-TZVPD basis set.

```
! RIJCOSX wB97M-V def2-TZVPD def2/J DEFGRID3
* xyz 0 1
C -1.13 -0.42 -0.82
C 0.16 -1.05 -1.00
C -0.25 1.64 -1.83
C -1.36 0.90 -1.30
C 0.31 -2.49 -0.53
C -0.37 0.30 2.77
C 0.96 1.00 -2.01
C 1.14 -0.42 -1.69
C 0.39 1.13 1.79
H -0.32 1.42 1.02
H -0.42 2.77 -2.08
H 1.31 -2.86 -0.84
H -0.57 -3.16 -0.81
H -0.71 -0.64 2.32
H 1.20 0.67 1.25
H -1.86 -0.99 -0.26
H -1.36 0.60 2.99
H 0.75 1.95 2.28
H 1.90 1.40 -2.44
H -2.24 1.29 -0.96
H 2.02 -0.77 -2.06
H 0.06 0.11 3.69
H 0.36 -2.37 0.53
*
```

Calculated values
* LUMO: 1.1 eV
* gap between HOMO and LUMO: 10.12 eV
* SMILES string: Cc1ccccc1.CC
* M: 122.21 Da

Mulliken atomic charge list, values in e, 8 entries:
1 C -0.464
2 C 0.924
3 C -0.363
4 C -0.604
5 C -1.289
6 C -1.087
7 C -0.269
8 C -0.760

=====

--- x ---
Computed, not measured: a cluster of 2 separate species, C9H14 in total, with ωB97M-V with the def2-TZVPD basis set.

```
! RIJCOSX wB97M-V def2-TZVPD def2/J DEFGRID3
* xyz 0 1
C 2.39 1.43 1.87
C 1.44 -0.57 0.66
C -3.17 -0.65 -0.87
C 1.09 0.78 -1.74
C 0.95 -1.25 -0.46
C 0.80 -0.60 -1.69
C 1.58 1.39 -0.59
C 1.81 0.76 0.65
C -2.53 -0.75 0.55
H -2.86 -1.86 0.83
H 0.73 1.50 -2.51
H -3.23 0.36 -1.18
H 3.29 0.98 2.35
H 1.84 2.40 -0.67
H 2.65 2.48 1.74
H 1.67 1.20 2.71
H -1.47 -0.86 0.74
H -3.01 0.02 1.27
H -2.50 -1.13 -1.50
H 0.43 -1.10 -2.53
H 1.64 -1.11 1.47
H -4.18 -1.15 -0.60
H 0.66 -2.25 -0.50
*
```

Calculated values
* LUMO: 1.0 eV
* gap between HOMO and LUMO: 10.02 eV
* SMILES string: Cc1ccccc1.CC
* M: 122.21 Da

Mulliken atomic charge list, values in e, 8 entries:
1 C -1.309
2 C -0.237
3 C -0.741
4 C -0.638
5 C -0.806
6 C -0.273
7 C -0.305
8 C 0.462

=====

--- y ---
Computed, not measured: a cluster of 2 separate species, C9H14 in total, with ωB97M-V with the def2-TZVPD basis set.

```
! RIJCOSX wB97M-V def2-TZVPD def2/J DEFGRID3
* xyz 0 1
C 0.18 1.62 2.82
C -1.00 2.27 2.47
C -2.81 -0.41 0.50
C 2.31 -1.22 -3.99
C -1.71 0.31 1.25
C 2.43 -1.12 -2.47
C -1.93 1.61 1.69
C -0.58 -0.37 1.67
C 0.36 0.30 2.44
H 1.21 -0.26 2.79
H 1.52 -1.50 -2.03
H -2.82 2.12 1.35
H 1.33 -0.89 -4.34
H -1.17 3.20 2.99
H 3.11 -0.69 -4.50
H 0.96 2.13 3.38
H -3.13 0.21 -0.34
H -0.35 -1.41 1.50
H -3.66 -0.55 1.16
H 2.53 -0.10 -2.10
H 2.32 -2.28 -4.29
H -2.44 -1.37 0.14
H 3.34 -1.60 -2.09
*
```

Calculated values
* LUMO: 1.0 eV
* gap between HOMO and LUMO: 9.99 eV
* SMILES string: Cc1ccccc1.CC
* M: 122.21 Da

Mulliken atomic charge list, values in e, 8 entries:
1 C -0.435
2 C -0.454
3 C -1.340
4 C -0.830
5 C 0.902
6 C -0.790
7 C -0.459
8 C -0.535

=====

--- z ---
Computed, not measured: a cluster of 2 separate species, C9H14 in total, with ωB97M-V with the def2-TZVPD basis set.

```
! RIJCOSX wB97M-V def2-TZVPD def2/J DEFGRID3
* xyz 0 1
C 1.46 -1.52 0.79
C 1.29 0.87 0.77
C 2.75 -1.49 0.31
C 3.19 -0.27 -0.20
C 0.69 2.11 1.44
C -3.24 -0.44 -0.64
C 2.42 0.86 -0.04
C 0.76 -0.37 1.19
C -3.20 -0.43 -2.15
H -2.18 -0.27 -2.53
H -3.06 -1.46 -0.27
H -3.72 0.45 -2.54
H -0.39 2.10 1.35
H -2.49 0.26 -0.24
H 1.02 2.08 2.47
H 0.96 3.00 0.86
H 1.15 -2.48 1.21
H -3.52 -1.36 -2.61
H -0.11 -0.56 1.79
H 2.84 1.74 -0.52
H 4.16 -0.33 -0.69
H -4.13 -0.07 -0.15
H 3.31 -2.41 0.39
*
```

Calculated values
* LUMO: 1.0 eV
* gap between HOMO and LUMO: 9.95 eV
* SMILES string: Cc1ccccc1.CC
* M: 122.21 Da

Mulliken atomic charge list, values in e, 8 entries:
1 C -0.582
2 C 0.695
3 C -0.369
4 C -0.355
5 C -1.179
6 C -0.587
7 C -0.443
8 C -0.432

=====

Relative energies in eV: w 1.171; x 1.347; y 0.000; z 0.562

=====

--- w ---
Computed, not measured: a cluster of 2 separate species, C9H14 in total, with ωB97M-V with the def2-TZVPD basis set.

```
! RIJCOSX wB97M-V def2-TZVPD def2/J DEFGRID3
* xyz 0 1
C -1.07 -0.12 -1.32
C 0.21 -0.58 -1.28
C -2.12 -0.69 -0.61
C -2.08 -2.05 -0.37
C -1.29 1.29 -1.90
C 0.33 -1.99 -0.86
C 1.56 1.18 2.53
C -0.81 -2.63 -0.28
C 2.19 1.50 1.23
H -2.18 1.40 -2.38
H 1.97 0.20 2.94
H 1.25 -2.61 -0.83
H 1.10 -0.16 -1.77
H 3.20 1.62 1.43
H 0.57 1.17 2.47
H -0.44 1.66 -2.52
H -3.07 -0.07 -0.43
H -1.31 1.97 -1.12
H 1.77 1.81 3.38
H -0.76 -3.67 0.25
H -2.94 -2.61 0.10
H 1.94 2.49 0.89
H 1.97 0.91 0.44
*
```

Calculated values
* LUMO: 1.0 eV
* gap between HOMO and LUMO: 9.81 eV
* SMILES string: Cc1ccccc1.CC
* M: 122.21 Da

Mulliken atomic charge list, values in e, 8 entries:
1 C 0.991
2 C -0.521
3 C -0.366
4 C -0.499
5 C -1.702
6 C -0.550
7 C -0.973
8 C -0.142

=====

--- x ---
Computed, not measured: a cluster of 2 separate species, C9H14 in total, with ωB97M-V with the def2-TZVPD basis set.

```
! RIJCOSX wB97M-V def2-TZVPD def2/J DEFGRID3
* xyz 0 1
C -1.15 0.11 1.50
C -1.51 -0.57 -0.89
C 0.83 -2.10 -0.84
C 1.75 2.44 1.48
C -0.78 -0.69 0.28
C 0.97 3.64 0.94
C 0.03 -2.05 -2.00
C -1.13 -1.33 -2.02
C 0.36 -1.51 0.31
H 0.27 3.29 0.19
H 2.17 2.56 2.48
H -1.82 -1.28 -2.85
H 0.38 -2.64 -2.83
H 0.53 4.23 1.74
H 0.83 -1.64 1.28
H 1.66 4.25 0.35
H 1.08 1.60 1.57
H 1.65 -2.80 -0.83
H -1.79 0.91 1.18
H -1.68 -0.43 2.29
H 2.58 2.07 0.88
H -2.35 0.09 -1.04
H -0.27 0.50 1.99
*
```

Calculated values
* LUMO: 1.0 eV
* gap between HOMO and LUMO: 10.07 eV
* SMILES string: Cc1ccccc1.CC
* M: 122.21 Da

Mulliken atomic charge list, values in e, 8 entries:
1 C -1.359
2 C -0.430
3 C -0.586
4 C -0.296
5 C 0.795
6 C -0.862
7 C -0.338
8 C -0.440

=====

--- y ---
Computed, not measured: a cluster of 2 separate species, C9H14 in total, with ωB97M-V with the def2-TZVPD basis set.

```
! RIJCOSX wB97M-V def2-TZVPD def2/J DEFGRID3
* xyz 0 1
C 1.94 2.31 0.19
C 0.15 0.72 0.41
C -1.59 -2.96 -0.11
C 2.31 2.14 1.54
C 0.68 1.75 -1.85
C -2.86 -2.48 -0.86
C 1.73 1.06 2.19
C 0.93 1.56 -0.39
C 0.55 0.48 1.71
H -3.13 -3.02 -1.77
H 2.17 0.59 3.06
H -2.63 -1.44 -1.08
H 0.42 2.75 -2.18
H 0.01 1.04 -2.33
H 2.59 2.99 -0.35
H -1.67 -3.38 0.90
H -3.74 -2.49 -0.23
H -0.94 -2.08 -0.02
H -0.96 -3.69 -0.63
H 3.09 2.75 1.97
H -0.64 0.22 -0.13
H 1.60 1.38 -2.36
H -0.02 -0.22 2.31
*
```

Calculated values
* LUMO: 1.0 eV
* gap between HOMO and LUMO: 9.88 eV
* SMILES string: Cc1ccccc1.CC
* M: 122.21 Da

Mulliken atomic charge list, values in e, 8 entries:
1 C -0.269
2 C -0.181
3 C -0.480
4 C -0.578
5 C -1.376
6 C -0.773
7 C -0.341
8 C 0.461

=====

--- z ---
Computed, not measured: a cluster of 2 separate species, C9H14 in total, with ωB97M-V with the def2-TZVPD basis set.

```
! RIJCOSX wB97M-V def2-TZVPD def2/J DEFGRID3
* xyz 0 1
C 0.56 1.29 -1.24
C 1.81 -1.26 1.15
C -0.55 -0.51 1.14
C 0.24 -2.34 -0.26
C -1.70 0.38 1.59
C 1.59 -2.13 0.14
C 0.72 -0.42 1.69
C -0.51 2.06 -2.04
C -0.70 -1.43 0.19
H -1.67 -1.36 -0.45
H -2.01 0.28 2.60
H -1.43 1.39 -2.28
H 2.75 -1.18 1.55
H 0.99 0.34 2.46
H -0.02 -3.06 -1.04
H 2.26 -2.88 -0.17
H 0.50 0.35 -1.56
H -0.76 3.10 -1.49
H -2.58 0.17 0.96
H 0.01 2.44 -2.95
H 1.61 1.77 -1.17
H -1.41 1.39 1.48
H 0.28 1.57 -0.28
*
```

Calculated values
* LUMO: 1.0 eV
* gap between HOMO and LUMO: 9.98 eV
* SMILES string: Cc1ccccc1.CC
* M: 122.21 Da

Mulliken atomic charge list, values in e, 8 entries:
1 C -0.536
2 C -0.657
3 C 0.546
4 C -0.656
5 C -1.441
6 C -0.456
7 C -0.068
8 C -0.912

=====

Relative energies in eV: w 1.606; x 0.000; y 0.417; z 1.532